## w
{
  "formula": "C5H10N2S",
  "method": "ωB97M-V with the def2-TZVPD basis set",
  "elements": ["C", "C", "C", "C", "C", "N", "N", "S", "H", "H", "H", "H", "H", "H", "H", "H", "H", "H"],
  "xyz": [[-0.0115, -1.7852, 0.0509], [-1.3761, -1.2854, 0.3333], [0.9465, -0.6304, -0.0946], [-0.4107, 0.8586, -0.9773], [-0.5427, 1.9359, 0.0553], [2.9098, 0.0873, -0.5987], [1.9264, -0.5661, -1.0450], [-1.8066, -0.2480, -1.0646], [0.4346, -2.4162, 0.8244], [-0.0029, -2.1844, -0.9351], [-2.0964, -2.1292, 0.3880], [-1.6075, -1.0059, 1.3537], [1.2584, -0.3075, 0.9446], [-0.0526, 1.0575, -1.9810], [-0.8771, 1.5259, 0.9788], [-1.1622, 2.7942, -0.3083], [0.5800, 2.4417, 0.2970], [3.5795, 0.2756, -1.3370]],
  "orbital_gap_ev": 8.526
}



## x
{
  "formula": "C5H10N2S",
  "method": "ωB97M-V with the def2-TZVPD basis set",
  "elements": ["C", "C", "C", "C", "C", "N", "N", "S", "H", "H", "H", "H", "H", "H", "H", "H", "H", "H"],
  "xyz": [[-2.0029, -0.6294, -0.1049], [1.5760, 0.6067, -0.6745], [0.2702, 0.2767, 1.5161], [-0.6347, -0.4731, -0.7332], [0.1992, 0.5186, 0.0080], [-3.0513, -0.8249, 0.2847], [0.1792, -1.7156, -0.6550], [-0.5694, 2.2572, -0.2437], [1.3150, 0.2402, -1.6828], [2.2084, -0.1570, -0.2189], [1.9343, 1.6499, -0.6529], [-0.6094, 0.1087, 2.0154], [0.4433, 1.2785, 2.0087], [1.0797, -0.4470, 1.6801], [-0.8387, -0.1934, -1.7586], [0.1879, -2.0301, 0.2399], [-0.0906, -2.4516, -1.4205], [-1.5960, 1.9856, 0.3920]],
  "orbital_gap_ev": 10.042,
  "smiles": "CC(C)(S)[C@@H](N)C#N"
}



## y
{
  "formula": "C5H10N2S",
  "method": "ωB97M-V with the def2-TZVPD basis set",
  "elements": ["C", "C", "C", "C", "C", "H", "H", "H", "H", "H", "H", "H", "H", "H", "H", "N", "N", "S"],
  "xyz": [[1.8299, 0.2647, -0.1883], [0.6357, -0.0184, -0.9958], [-0.3318, 1.1369, -1.1448], [-0.9556, 1.6048, 0.1919], [-1.7162, 0.4560, 0.8173], [1.5711, 0.7653, 1.8157], [1.9444, -0.8345, 1.7634], [2.6718, -0.3652, -0.7387], [2.1723, 1.2402, -0.5302], [1.0623, -0.4315, -1.8930], [-1.1967, 0.8265, -1.7830], [0.4046, 1.7698, -1.8778], [-1.6012, 2.4218, -0.0542], [-0.1204, 2.0651, 0.8840], [-2.4300, 0.5795, 1.6256], [2.0633, 0.1078, 1.3404], [-1.3583, -0.7866, 0.7450], [-0.3865, -1.4968, -0.3682]],
  "orbital_gap_ev": 9.154,
  "smiles": "NC[C@@H]1CCC=NS1"
}



## z
{
  "formula": "C5H10N2S",
  "method": "ωB97M-V with the def2-TZVPD basis set",
  "elements": ["C", "C", "C", "C", "C", "N", "N", "S", "H", "H", "H", "H", "H", "H", "H", "H", "H", "H"],
  "xyz": [[0.1620, -1.2349, -0.3635], [-3.5349, 0.5938, -0.8699], [2.6079, 0.7437, 1.2547], [1.2941, -0.0025, 1.4934], [0.4855, -0.0961, 0.2372], [-0.6477, -1.3403, -1.4917], [-3.4630, 1.5843, -1.5446], [-3.4294, -0.5562, 0.1571], [0.4533, -2.1897, 0.0537], [2.4142, 1.7246, 0.8250], [3.1522, 0.8773, 2.1876], [3.2416, 0.1857, 0.5662], [1.5062, -1.0050, 1.8698], [0.7185, 0.5299, 2.2573], [0.1736, 0.8455, -0.1964], [-0.4246, -2.1139, -2.0987], [-0.7625, -0.4715, -1.9930], [-3.9471, 1.9252, -2.3441]],
  "orbital_gap_ev": 8.791,
  "smiles": "CC/C=C/N.N=C=S"
}



Stability summary: most stable z, least stable w.



## w
{
  "formula": "C5H10N2S",
  "method": "ωB97M-V with the def2-TZVPD basis set",
  "elements": ["C", "C", "C", "C", "C", "H", "H", "H", "H", "H", "H", "H", "H", "H", "H", "N", "N", "S"],
  "xyz": [[1.3444, -0.0749, 0.3441], [1.0679, 1.3019, -0.2623], [-0.4395, 1.4325, -0.0341], [0.1147, -0.9048, -0.0188], [-2.6542, -1.3288, -0.0895], [3.7257, -0.0505, 0.3471], [1.4053, 0.0175, 1.4455], [1.2945, 1.3138, -1.3283], [1.6789, 2.0993, 0.2285], [-0.8906, 2.1623, -0.7044], [-0.6543, 1.7448, 1.0031], [0.2794, -1.5482, -0.8884], [-0.1924, -1.5277, 0.7876], [-3.7445, -1.4746, 0.0279], [-2.0789, -2.2151, -0.1909], [-0.9063, 0.0919, -0.3063], [-2.2142, -0.1328, -0.1335], [2.8643, -0.9064, -0.2270]],
  "orbital_gap_ev": 9.197,
  "smiles": "C=NN1CC[C@H](S)C1"
}



## x
{
  "formula": "C5H10N2S",
  "method": "ωB97M-V with the def2-TZVPD basis set",
  "elements": ["C", "C", "C", "C", "C", "H", "H", "H", "H", "H", "H", "H", "H", "H", "H", "N", "N", "S"],
  "xyz": [[-3.2205, 0.3170, 0.3997], [-0.5208, 0.6574, -0.1546], [0.7954, 0.6616, -0.1684], [1.5054, 1.9893, -0.2877], [1.5191, -0.6150, -0.0091], [-3.5984, 0.9109, -0.4378], [-3.9368, -0.4789, 0.5802], [-3.1587, 0.9414, 1.3022], [-0.9826, 1.6381, -0.4012], [2.0671, 2.0242, -1.2307], [2.2496, 2.1168, 0.5028], [0.8414, 2.8609, -0.2991], [2.6735, 0.1991, 1.4803], [3.1716, -1.3218, 0.9470], [0.5244, -1.6564, -1.2605], [2.6109, -0.5221, 0.7863], [1.2844, -1.7076, -0.6224], [-1.7243, -0.6055, -0.0632]],
  "orbital_gap_ev": 9.195,
  "smiles": "[H]/N=C(N)\\C(C)=C/SC"
}



## y
{
  "formula": "C5H10N2S",
  "method": "ωB97M-V with the def2-TZVPD basis set",
  "elements": ["C", "C", "C", "C", "C", "H", "H", "H", "H", "H", "H", "H", "H", "H", "H", "N", "N", "S"],
  "xyz": [[2.4119, -0.7828, 0.7825], [1.3549, -0.3568, -0.3347], [0.5863, 1.0401, 0.1746], [1.0275, 2.2411, -0.5588], [-0.7212, 0.2849, 0.0433], [3.3077, -0.2567, 0.5985], [2.0613, -0.6447, 1.9085], [2.8251, -1.9644, 0.8351], [1.8820, -0.2293, -1.3961], [0.6817, 1.2456, 1.1784], [0.1021, 2.1715, -1.5310], [0.9156, 3.3852, 0.3391], [2.3288, 2.3209, -0.7349], [-1.3434, -2.1936, -0.9601], [-0.2974, -2.8105, 0.4364], [-0.0113, -0.8380, -0.4316], [-0.4167, -2.2301, -0.5711], [-2.3389, 0.3683, 0.3564]],
  "orbital_gap_ev": 9.006
}



Stability summary: most stable x, least stable y.